# 1
{
  "formula": "Br3O3P",
  "method": "ωB97M-V with the def2-TZVPD basis set",
  "multiplicity": 3,
  "lumo_energy_ha": [-0.0611, -0.1260],
  "homo_energy_ev": [-7.03, -9.33],
  "de_lowest_kj_mol": 388.6,
  "species": ["O", "O", "O", "P", "Br", "Br", "Br"],
  "positions_angstrom": [[-1.175760, 0.177264, -1.071268], [1.660049, 0.848261, 0.173427], [-0.127055, -1.435999, 0.498700], [0.143037, -0.695404, -0.819835], [-1.991722, 0.831585, -2.583117], [2.347904, 0.792832, 1.788163], [-0.856453, -0.518539, 2.013931]],
  "forces_ev_per_a": [[-1.083, 0.459, 0.157], [0.680, 0.188, 1.516], [1.769, -1.208, -4.828], [0.522, -1.318, -0.199], [0.691, -0.352, 0.489], [-0.655, 0.008, -1.432], [-1.924, 2.223, 4.297]],
  "lowdin_charge": [-0.981, -0.859, -0.921, 0.787, 0.742, 0.810, 0.422]
}

# 2
{
  "formula": "C5H11NO",
  "method": "ωB97M-V with the def2-TZVPD basis set",
  "multiplicity": 1,
  "lumo_energy_ha": -0.0014,
  "homo_energy_ev": -8.27,
  "de_lowest_kj_mol": 502.7,
  "species": ["C", "N", "C", "C", "C", "C", "H", "H", "H", "H", "H", "H", "H", "H", "H", "H", "H", "O"],
  "positions_angstrom": [[1.760583, 0.250481, -1.508086], [-0.403867, -1.288675, 0.121180], [-0.440663, 0.107510, -0.229178], [0.705717, 0.859290, -0.619519], [-2.843692, 0.054097, 0.625591], [-1.757889, 0.563476, -0.086547], [1.549870, 0.415913, -2.574939], [2.764214, 0.611401, -1.242275], [1.794234, -0.824947, -1.306988], [0.484946, -1.730741, -0.050461], [-1.098159, -1.874601, -0.287406], [0.579041, 1.958694, -0.654094], [-2.635226, -0.884977, 1.197684], [-3.826891, 0.475109, 0.603517], [-2.401405, 1.707650, -1.177567], [1.700109, 0.260862, 0.840611], [1.742836, 0.003513, 2.358766], [2.203646, -0.263284, 1.543915]],
  "forces_ev_per_a": [[0.598, -0.417, 1.055], [1.220, 1.058, -0.520], [3.519, -0.722, -0.745], [-3.515, -0.792, -0.441], [3.817, -0.319, -1.227], [-6.866, 3.302, -0.807], [0.061, 0.095, 0.358], [-0.202, 0.042, -0.353], [0.093, 0.073, -0.374], [0.374, 0.151, 0.291], [-0.839, 0.027, -0.315], [-0.097, -0.810, -0.030], [-0.402, 1.087, -0.132], [-0.204, 0.093, -0.181], [2.165, -2.727, 2.968], [0.778, -0.790, 1.245], [0.304, -0.249, -0.374], [-0.807, 0.900, -0.417]],
  "lowdin_charge": [-0.111, 0.098, -0.388, -0.157, -0.008, -0.157, 0.083, 0.079, 0.062, 0.072, 0.080, 0.108, 0.066, 0.032, 0.215, -0.010, 0.043, -0.106]
}

# 3
{
  "formula": "C27H60F6N8O17S6",
  "method": "ωB97M-V with the def2-TZVPD basis set",
  "total_charge": 2,
  "multiplicity": 1,
  "lumo_energy_ha": -0.2904,
  "homo_energy_ev": -13.75,
  "de_lowest_kj_mol": 216.7,
  "species": ["C", "C", "O", "N", "H", "H", "C", "H", "H", "H", "H", "H", "H", "C", "C", "O", "N", "H", "H", "C", "H", "H", "H", "H", "H", "H", "C", "C", "O", "N", "H", "H", "C", "H", "H", "H", "H", "H", "H", "C", "C", "C", "C", "C", "C", "N", "O", "C", "C", "C", "H", "H", "H", "H", "H", "H", "H", "H", "H", "H", "H", "H", "H", "H", "H", "H", "H", "H", "C", "C", "C", "C", "C", "C", "N", "O", "C", "C", "C", "H", "H", "H", "H", "H", "H", "H", "H", "H", "H", "H", "H", "H", "H", "H", "H", "H", "H", "N", "S", "O", "O", "F", "S", "O", "O", "F", "N", "S", "O", "O", "F", "S", "O", "O", "F", "N", "S", "O", "O", "F", "S", "O", "O", "F"],
  "positions_angstrom": [[-4.423870, 4.817332, 3.004968], [-4.328283, 3.324327, 3.105580], [-4.045593, 2.790803, 4.145543], [-4.657259, 2.506265, 1.870977], [-5.093626, 1.686706, 2.280113], [-5.342211, 2.974191, 1.286799], [-3.483928, 2.136449, 0.989007], [-5.485669, 5.066007, 3.070591], [-3.957548, 5.256659, 2.124702], [-4.015947, 5.198473, 3.939963], [-2.954656, 3.047699, 0.714805], [-3.961545, 1.556252, 0.202001], [-2.794155, 1.606563, 1.645066], [-2.767673, -3.751421, 2.692752], [-3.508093, -2.750420, 3.476226], [-4.418950, -2.980793, 4.276076], [-3.118665, -1.296136, 3.227118], [-2.486005, -1.087023, 2.450363], [-3.990384, -0.839030, 2.986989], [-2.404477, -0.605721, 4.423634], [-1.797709, -3.718062, 3.198816], [-2.645628, -3.445321, 1.654458], [-3.067176, -4.787130, 2.844283], [-2.850879, 0.388397, 4.477422], [-1.318802, -0.635255, 4.389545], [-2.967487, -0.949215, 5.292458], [1.978428, -7.871703, 2.058667], [1.833136, -6.898454, 3.206944], [2.469125, -6.940012, 4.241363], [0.844590, -5.779517, 2.967350], [0.178893, -6.186410, 2.305048], [0.314148, -5.600978, 3.813383], [1.467730, -4.423180, 2.563899], [1.049133, -8.118777, 1.543585], [2.355869, -8.828362, 2.416455], [2.585175, -7.495606, 1.234638], [1.940405, -4.510060, 1.588239], [2.196856, -4.240021, 3.351836], [0.659404, -3.695998, 2.599372], [0.364933, 2.922667, -2.169670], [-0.089036, 4.361447, -1.851194], [-0.671880, 4.413085, -0.363659], [-0.674129, 5.781631, 0.305526], [0.822436, 6.182475, 0.353724], [1.421176, 6.387865, -1.065128], [1.196207, 5.188311, -1.924346], [1.859786, 5.225129, -3.072371], [2.916080, 6.557756, -0.819770], [0.803395, 7.598509, -1.780879], [-1.160364, 4.807198, -2.814797], [1.034169, 2.500983, -1.419444], [0.919017, 2.875234, -3.107951], [-0.477398, 2.238985, -2.273912], [-0.053261, 3.869876, 0.353015], [-1.671618, 3.982924, -0.419042], [-1.183421, 5.717011, 1.266600], [-1.321224, 6.417097, -0.302161], [1.341579, 5.470183, 0.996480], [0.971600, 7.138948, 0.855631], [3.375457, 5.682887, -0.360425], [3.023080, 7.380115, -0.113494], [3.435565, 6.790103, -1.748886], [1.004995, 7.635421, -2.851565], [1.145907, 8.548978, -1.372858], [-0.285125, 7.610166, -1.724963], [-1.469157, 5.818883, -2.554124], [-2.001654, 4.121265, -2.917933], [-0.907780, 4.771574, -3.876391], [3.025084, -4.663656, -2.627485], [3.078892, -3.125995, -2.822806], [4.209817, -2.813326, -3.803883], [4.233468, -1.390266, -4.391254], [2.898165, -1.087542, -5.154497], [1.591908, -1.419686, -4.364853], [1.773400, -2.786346, -3.615366], [0.635033, -3.438059, -3.335622], [0.495238, -1.619125, -5.402965], [1.234015, -0.300256, -3.324276], [3.036900, -2.438685, -1.475028], [3.918854, -5.168005, -2.264887], [2.690389, -5.161930, -3.537774], [2.192567, -4.816369, -1.939854], [4.196267, -3.569699, -4.588072], [5.139323, -2.831600, -3.233285], [5.070638, -1.196663, -5.060225], [4.296266, -0.665105, -3.578506], [2.881694, -1.580142, -6.126535], [2.943826, -0.012185, -5.328336], [0.367593, -0.959335, -6.258918], [-0.506532, -1.759451, -4.993121], [0.642755, -2.649788, -5.731581], [0.856382, -0.746013, -2.404310], [0.554561, 0.409301, -3.794827], [2.052949, 0.342213, -2.997065], [3.923213, -2.730518, -0.912883], [2.060686, -2.575766, -1.010491], [3.138678, -1.357389, -1.584114], [-0.975605, -6.446717, 0.928442], [-1.956092, -7.448256, 0.423108], [-1.425102, -8.680664, -0.118332], [-3.195506, -6.956937, -0.110933], [-2.461007, -7.809267, 1.939753], [-0.194978, -6.198801, -0.552885], [-0.984339, -6.095766, -1.771105], [1.124025, -6.760250, -0.625892], [0.168097, -4.596612, -0.260270], [0.616942, 4.649917, 4.335195], [-0.774286, 3.903700, 3.832651], [-0.904790, 2.480210, 4.054932], [-1.463241, 4.484273, 2.655682], [-1.655110, 4.647250, 5.014321], [1.506835, 3.900265, 3.343819], [1.425549, 4.209948, 1.905571], [1.929427, 2.630506, 3.882388], [2.857915, 4.765000, 3.585730], [-1.487310, -0.633548, 1.118615], [-1.691446, -1.063128, -0.488100], [-0.804733, -2.062354, -1.046670], [-2.142726, -0.014611, -1.390528], [-3.006295, -1.943634, -0.164584], [-0.070383, -0.142639, 0.899974], [0.229147, 1.004434, 0.048971], [0.956493, -1.202274, 0.970287], [0.090442, 0.573091, 2.365612]],
  "forces_ev_per_a": [[-0.439, -0.330, 0.133], [1.071, 1.584, 2.376], [-0.678, -0.739, -2.237], [0.087, 0.161, 0.563], [-0.161, -0.427, -0.265], [-0.335, 0.304, 0.075], [-0.111, 0.044, 1.074], [-0.188, 0.090, -0.407], [-0.060, -0.057, 0.053], [0.377, 0.034, -0.280], [-0.360, -0.073, -0.333], [0.796, -0.006, -0.282], [0.008, -0.371, -0.361], [1.032, 0.117, 0.446], [-3.553, -1.554, 2.115], [3.106, 1.575, -2.444], [0.655, 0.160, 1.245], [0.286, -0.699, -0.844], [-0.253, 0.212, 0.426], [-2.905, 0.436, 0.392], [0.564, 0.112, -0.375], [0.050, -0.252, -0.009], [-0.682, 0.273, -0.229], [0.944, 0.543, -0.724], [-0.265, -0.209, -0.099], [0.975, -0.957, 0.328], [-0.637, -0.337, 0.004], [2.360, -1.064, 1.438], [-1.845, 0.640, -2.100], [0.591, 0.346, 0.271], [-0.599, 0.416, -0.934], [0.126, -0.205, 0.470], [-0.183, -1.166, 0.581], [-0.313, 0.275, 0.284], [0.360, 0.318, 0.211], [0.300, 0.247, 0.303], [-0.243, 0.039, 0.064], [0.026, 0.223, -0.163], [0.210, 0.037, -0.320], [0.537, -0.261, -0.342], [0.287, -2.221, 1.938], [0.848, 0.164, -0.039], [0.012, 0.259, -1.253], [-1.600, 1.176, -0.630], [0.721, -0.449, 2.322], [1.494, 2.394, -7.293], [-3.566, -1.137, 6.603], [0.449, 0.223, -0.681], [-0.738, 0.176, -0.982], [0.067, 0.952, -1.430], [-0.208, 0.271, 0.176], [-0.144, 0.293, -0.201], [-0.178, 0.235, 0.248], [-0.094, -0.850, -0.622], [0.116, -0.103, -0.193], [0.693, 0.113, -0.250], [0.280, 0.659, -0.035], [0.055, 0.598, -1.104], [-0.170, 0.215, -0.105], [-0.201, -0.102, -0.036], [0.068, 0.032, -0.148], [0.132, 0.099, 0.111], [0.427, -0.216, 0.020], [0.257, -0.316, 0.384], [0.020, -0.116, 0.300], [-0.394, -0.120, -0.187], [-0.076, -0.124, 1.240], [0.924, 0.484, 0.054], [-1.588, 0.301, 0.091], [0.054, -2.035, -1.588], [0.754, 1.449, 0.140], [-1.996, -0.158, -0.103], [1.049, -0.132, 0.893], [0.749, 0.835, -1.111], [-6.831, -1.559, 3.089], [7.392, 3.726, -1.979], [-1.273, -2.043, 0.585], [0.519, -0.466, 0.380], [-0.215, 1.555, -0.633], [0.164, 0.579, 0.040], [0.312, 0.039, -0.178], [0.301, -0.417, 0.259], [0.237, -0.008, 0.025], [0.039, -0.826, 0.035], [0.035, -0.295, 0.073], [0.193, -0.010, 0.113], [-0.020, -0.134, 0.066], [-0.579, 0.017, -0.198], [0.840, 0.298, 0.282], [0.022, 0.583, 0.535], [0.210, 0.156, -0.871], [-0.589, 0.219, -0.187], [-0.427, -0.483, 0.015], [0.553, -0.451, -0.245], [-0.331, -0.462, 0.185], [0.295, -0.444, 0.444], [0.028, 0.092, -0.066], [4.609, 3.533, -2.185], [-7.876, -6.319, 0.977], [0.180, 1.557, 0.475], [1.229, 0.222, -0.192], [0.553, -0.262, -0.397], [1.570, 3.499, -1.793], [0.957, -0.572, 2.487], [-0.885, -0.066, 0.468], [-0.319, -1.213, 0.146], [-4.085, -0.565, -1.211], [-3.956, 2.696, 2.498], [0.053, 1.525, -0.427], [1.228, -1.816, 1.800], [0.611, -1.204, -0.967], [8.738, -0.427, -1.108], [-1.103, -2.774, 2.469], [-0.958, 0.338, -1.666], [-0.722, -0.035, 0.381], [-2.217, -0.807, -3.241], [-3.511, -2.404, -3.110], [-0.528, 1.645, 1.169], [0.524, -0.988, 1.966], [0.342, 0.734, -0.052], [9.661, 2.920, 4.404], [-1.395, -2.055, 0.275], [-2.185, 1.743, -0.517], [-0.541, -0.896, -1.050]],
  "lowdin_charge": [0.027, -0.390, 0.166, 0.100, 0.171, 0.181, 0.053, 0.111, 0.096, 0.104, 0.084, 0.112, 0.088, 0.040, -0.357, 0.157, 0.088, 0.055, 0.162, 0.062, 0.094, 0.088, 0.114, 0.076, 0.111, 0.106, 0.030, -0.350, 0.162, 0.089, 0.072, 0.171, 0.056, 0.071, 0.110, 0.096, 0.095, 0.108, 0.080, -0.034, -0.385, -0.120, -0.158, -0.110, -0.444, 0.120, 0.180, -0.001, 0.019, -0.006, 0.077, 0.082, 0.088, 0.093, 0.100, 0.079, 0.100, 0.051, 0.140, 0.105, 0.109, 0.094, 0.099, 0.115, 0.077, 0.087, 0.106, 0.103, -0.007, -0.423, -0.120, -0.143, -0.112, -0.384, 0.130, 0.184, -0.031, 0.012, 0.014, 0.114, 0.102, 0.051, 0.133, 0.137, 0.124, 0.106, 0.123, 0.126, 0.111, 0.092, 0.094, 0.063, 0.094, 0.087, 0.120, 0.076, 0.085, -0.312, 0.420, -0.249, -0.258, -0.223, 0.611, -0.239, -0.273, -0.249, -0.214, 0.619, -0.286, -0.338, -0.207, 0.499, -0.329, -0.254, -0.195, -0.299, 0.571, -0.266, -0.267, -0.188, 0.479, -0.272, -0.288, -0.204]
}

# 4
{
  "formula": "C13H7N4O2S5Sn",
  "method": "ωB97M-V with the def2-TZVPD basis set",
  "total_charge": 1,
  "multiplicity": 1,
  "lumo_energy_ha": -0.2203,
  "homo_energy_ev": -11.53,
  "de_lowest_kj_mol": 5.3,
  "species": ["Sn", "S", "S", "S", "S", "O", "N", "O", "C", "C", "C", "C", "C", "C", "N", "C", "C", "N", "C", "C", "C", "C", "H", "H", "H", "H", "H", "H", "H", "S", "C", "N"],
  "positions_angstrom": [[1.332398, -1.875769, -1.649432], [3.027598, -0.896425, 0.385155], [4.870281, -0.654790, -0.170938], [5.475131, -2.298120, -1.142655], [4.081285, -3.579018, -1.245957], [-3.636140, 2.999231, 2.203571], [-3.380046, 2.630321, 1.081751], [-3.875547, 3.062517, 0.061247], [-2.395678, 1.534105, 0.943448], [-2.373130, 0.629566, 1.938002], [-1.496260, -0.495775, 1.862929], [-1.433194, -1.477450, 2.867838], [-0.560498, -2.525407, 2.730104], [0.245284, -2.579398, 1.587766], [0.199509, -1.668432, 0.635082], [-0.658837, -0.638676, 0.753486], [-0.684242, 0.345325, -0.304198], [0.156863, 0.166143, -1.355137], [0.186095, 1.076042, -2.315315], [-0.607878, 2.221700, -2.286565], [-1.476763, 2.412591, -1.246474], [-1.545385, 1.449659, -0.218113], [-3.025132, 0.756448, 2.791432], [-2.071793, -1.393751, 3.737999], [-0.481280, -3.297753, 3.481157], [0.956844, -3.386424, 1.451164], [0.873738, 0.891976, -3.129242], [-0.529737, 2.941600, -3.087997], [-2.107417, 3.286301, -1.214415], [4.814886, 0.972847, -3.200788], [3.536200, 0.042237, -3.035154], [2.582841, -0.651420, -2.909752]],
  "forces_ev_per_a": [[0.022, 0.043, -0.048], [-0.005, -0.035, 0.030], [0.003, 0.013, -0.035], [-0.026, -0.042, 0.000], [0.046, 0.034, 0.002], [-0.013, -0.020, -0.006], [0.050, 0.057, -0.007], [-0.014, -0.026, 0.007], [-0.020, -0.030, 0.021], [-0.007, 0.019, -0.017], [0.008, -0.002, 0.007], [0.010, -0.008, -0.007], [-0.001, 0.010, 0.004], [0.010, 0.000, 0.006], [-0.036, 0.020, -0.018], [0.002, 0.005, 0.009], [0.005, -0.001, 0.000], [-0.052, -0.002, 0.006], [0.011, -0.016, 0.007], [-0.002, 0.007, 0.002], [0.007, -0.007, -0.002], [0.005, 0.006, -0.004], [-0.001, -0.001, 0.002], [0.000, 0.001, 0.000], [0.000, 0.001, 0.000], [-0.008, -0.006, -0.004], [-0.006, 0.004, -0.008], [0.000, 0.000, 0.001], [0.000, 0.001, 0.000], [-0.016, 0.029, 0.004], [0.026, -0.017, -0.046], [0.004, -0.037, 0.096]],
  "lowdin_charge": [1.015, 0.107, 0.092, 0.091, 0.115, 0.119, -0.338, 0.099, -0.057, 0.086, -0.110, 0.035, -0.005, -0.117, -0.080, -0.158, -0.131, -0.025, -0.091, 0.007, 0.049, -0.045, 0.143, 0.135, 0.122, 0.124, 0.101, 0.127, 0.121, 0.659, -1.009, -0.181]
}

Number 1: maximum force 5.282 eV Å⁻¹. Number 2: maximum force 7.661 eV Å⁻¹. Number 3: maximum force 11.011 eV Å⁻¹. Number 4: maximum force 0.103 eV Å⁻¹.